Entry from OMol25: a 2-piece molecular cluster, C5H13N2 overall (ωB97M-V with the def2-TZVPD basis set).

Properties
Gap between HOMO and LUMO (alpha / beta), eV: 8.0052 / 10.1584
E_LUMO (alpha / beta), eV: 1.1 / 0.8
<S²>: 0.7560
HOMO level (alpha / beta), eV: -7.0 / -9.4

```
! wB97M-V def2-TZVPD RIJCOSX def2/J DEFGRID3
* xyz 0 2
C -0.702 -0.161 -0.739
C -1.032 1.245 -0.389
C -0.069 0.536 0.587
C -0.550 0.017 1.840
N 0.468 -0.221 2.866
C 1.385 0.958 0.352
N 0.253 -1.822 -3.672
H -1.418 -0.869 -0.344
H -0.235 -0.366 -1.692
H -2.004 1.466 0.039
H -0.617 2.042 -0.982
H -1.511 0.310 2.258
H 0.083 -0.936 3.481
H 0.555 0.619 3.417
H 1.773 0.596 -0.595
H 1.990 0.484 1.126
H 1.516 2.039 0.374
H 0.480 -2.720 -3.261
H -0.612 -1.921 -4.187
H 1.003 -1.543 -4.277
*
```

natural (NBO) atomic charge list, values in e, 5 entries: number 1, C, carries -0.40; number 2, C, carries -0.41; number 3, C, carries -0.12; number 4, C, carries 0.02; number 5, N, carries -0.87

Entry from OMol25: a 2-piece molecular cluster, C5H13N2 overall (ωB97M-V with the def2-TZVPD basis set).

Properties
Gap between HOMO and LUMO, eV: 4.8121
E_LUMO, eV: -7.7
HOMO level, eV: -12.5

```
! wB97M-V def2-TZVPD RIJCOSX def2/J DEFGRID3
* xyz 1 1
C -3.229 -0.211 -0.544
C -1.972 0.673 -0.449
C -0.942 0.229 0.446
C 0.439 0.246 0.081
N 1.439 -0.003 0.829
C 1.295 -0.086 2.262
N 3.604 -0.733 -1.961
H -4.029 0.338 -1.018
H -3.577 -0.508 0.445
H -2.317 1.651 -0.034
H -1.559 0.940 -1.421
H -1.228 -0.218 1.396
H 0.609 0.396 -0.982
H 3.472 -0.426 -1.007
H 0.483 0.518 2.658
H 2.233 0.211 2.717
H 1.135 -1.127 2.551
H 2.770 -0.513 -2.490
H -3.009 -1.127 -1.098
H 4.384 -0.249 -2.383
*
```

natural (NBO) atomic charge list, values in e, 5 entries: number 1, C, carries -0.59; number 2, C, carries -0.54; number 3, C, carries 0.30; number 4, C, carries -0.09; number 5, N, carries -0.09

Entry from OMol25: a 2-piece molecular cluster, C5H13N2 overall (ωB97M-V with the def2-TZVPD basis set).

Properties
Gap between HOMO and LUMO, eV: 8.3228
E_LUMO, eV: -3.5
HOMO level, eV: -11.8

```
! wB97M-V def2-TZVPD RIJCOSX def2/J DEFGRID3
* xyz 1 1
C -1.756 -0.742 1.922
C -1.673 -1.640 1.122
C -1.506 -2.509 -0.016
C -0.323 1.395 -1.041
C 0.797 0.505 -0.651
N 0.929 0.273 0.882
N 2.049 1.263 -1.039
H -0.125 0.066 1.082
H -1.957 -0.137 2.753
H -1.575 -3.553 0.434
H -0.590 -2.465 -0.635
H -2.339 -2.618 -0.637
H -1.323 1.262 -0.515
H -0.076 2.381 -0.761
H -0.372 1.404 -2.070
H 1.539 -0.502 1.040
H 1.457 1.142 1.341
H 2.853 0.646 -1.139
H 2.269 2.100 -0.247
H 1.721 1.730 -1.824
*
```

natural (NBO) atomic charge list, values in e, 5 entries: number 1, C, carries -0.35; number 2, C, carries 0.10; number 3, C, carries -0.73; number 4, C, carries -0.70; number 5, C, carries -0.07

Entry from OMol25: an isolated ion of composition C5H13N2 and charge +1 (ωB97M-V with the def2-TZVPD basis set).

Properties
Gap between HOMO and LUMO, eV: 8.5440
E_LUMO, eV: -3.2
HOMO level, eV: -11.7

```
! wB97M-V def2-TZVPD RIJCOSX def2/J DEFGRID3
* xyz 1 1
C -1.174 2.235 0.374
C -0.750 0.904 -0.181
C 0.237 0.340 0.824
C 0.478 -1.174 0.390
C 1.647 -1.373 -0.394
N -0.224 -2.202 0.814
N -0.071 0.952 -1.494
H -0.341 3.074 0.207
H -2.162 2.471 -0.130
H -1.294 1.992 1.404
H -1.492 0.140 -0.387
H -0.288 0.278 1.823
H 1.291 0.811 1.043
H 2.511 -0.801 -0.620
H 1.640 -2.189 -1.075
H -0.994 -2.118 1.404
H 0.121 -3.056 0.416
H -0.730 0.909 -2.215
H 0.463 0.067 -1.675
H 0.719 1.583 -1.514
*
```

natural (NBO) atomic charge list, values in e, 5 entries: number 1, C, carries -0.62; number 2, C, carries -0.06; number 3, C, carries -0.48; number 4, C, carries 0.25; number 5, C, carries -0.67

Entry from OMol25: a 2-piece molecular cluster, C5H13N2 overall (ωB97M-V with the def2-TZVPD basis set).

Properties
Gap between HOMO and LUMO, eV: 8.3688
E_LUMO, eV: -5.0
HOMO level, eV: -13.4

```
! wB97M-V def2-TZVPD RIJCOSX def2/J DEFGRID3
* xyz 1 1
C 0.125 -2.575 0.933
C 1.993 -1.171 1.184
N 0.716 -1.276 1.324
H -0.100 -3.100 1.847
H 0.782 -3.190 0.294
H -0.804 -2.405 0.404
H 2.480 -0.253 1.583
H 2.589 -1.912 0.668
C -1.659 2.078 0.362
C -1.145 0.869 -0.404
C 0.590 0.881 -2.186
N 0.172 1.186 -1.005
H -0.911 2.398 1.150
H -1.830 2.949 -0.341
H -2.599 1.828 0.862
H -0.958 0.022 0.266
H -1.801 0.558 -1.232
H 1.603 1.131 -2.457
H -0.127 0.377 -2.875
H 0.883 1.603 -0.375
*
```

natural (NBO) atomic charge list, values in e, 5 entries: number 1, C, carries -0.45; number 2, C, carries -0.07; number 3, N, carries -0.42; number 4, H, carries 0.23; number 5, H, carries 0.19

Entry from OMol25: an isolated ion of composition C5H13N2 and charge +1 (ωB97M-V with the def2-TZVPD basis set).

Properties
Gap between HOMO and LUMO, eV: 10.3734
E_LUMO, eV: -3.3
HOMO level, eV: -13.7

```
! wB97M-V def2-TZVPD RIJCOSX def2/J DEFGRID3
* xyz 1 1
C 1.048 -0.843 2.333
C 0.476 -0.004 1.092
C 0.908 -0.242 -0.264
C -0.079 0.378 -1.313
C -0.167 -0.315 -2.479
N -0.897 1.525 -1.027
N -1.001 -0.337 1.168
H 0.458 -1.778 2.231
H 0.953 -0.387 3.297
H 2.138 -0.872 2.162
H 0.456 1.080 1.394
H 1.918 0.363 -0.343
H 1.040 -1.268 -0.654
H 0.357 -1.260 -2.405
H -0.747 -0.321 -3.430
H -0.583 2.222 -1.632
H -1.828 1.123 -1.209
H -1.358 -0.002 2.104
H -1.312 0.264 0.390
H -1.329 -1.326 0.896
*
```

natural (NBO) atomic charge list, values in e, 5 entries: number 1, C, carries -0.62; number 2, C, carries -0.03; number 3, C, carries -0.50; number 4, C, carries 0.11; number 5, C, carries -0.38

Entry from OMol25: C5H13N2 as an isolated structure (ωB97M-V with the def2-TZVPD basis set).

Properties
Gap between HOMO and LUMO, eV: 9.3905
E_LUMO, eV: -4.7
HOMO level, eV: -14.1

```
! wB97M-V def2-TZVPD RIJCOSX def2/J DEFGRID3
* xyz 1 1
C 0.526 1.219 0.937
C -2.471 -0.060 0.370
C 2.092 0.591 -0.853
C 1.081 -1.234 0.553
C -1.433 -0.195 -0.839
N -0.224 0.560 -0.704
N 0.920 0.098 -0.020
H 0.717 2.243 0.609
H -0.298 1.027 1.615
H -2.624 0.946 0.639
H -3.417 -0.424 -0.012
H -2.393 -0.707 1.201
H 1.755 1.413 -1.475
H 2.745 1.016 -0.147
H 2.373 -0.341 -1.377
H 0.262 -1.697 0.999
H 1.480 -1.871 -0.239
H 1.596 -1.237 1.454
H -1.353 -1.371 -1.015
H -1.809 0.382 -1.627
*
```

natural (NBO) atomic charge list, values in e, 5 entries: number 1, C, carries -0.09; number 2, C, carries -0.64; number 3, C, carries -0.37; number 4, C, carries -0.45; number 5, C, carries -0.28

Entry from OMol25: an isolated ion of composition C5H13N2 and charge +1 (ωB97M-V with the def2-TZVPD basis set).

Properties
Gap between HOMO and LUMO, eV: 10.6791
E_LUMO, eV: -3.2
HOMO level, eV: -13.8

```
! wB97M-V def2-TZVPD RIJCOSX def2/J DEFGRID3
* xyz 1 1
C -0.933 -0.820 1.523
C -0.709 -0.585 0.191
C -1.770 -0.899 -0.933
C 1.662 -0.608 -0.166
C 0.475 0.290 -0.214
N 0.403 1.110 -1.303
N 0.573 1.425 0.986
H -0.182 -0.631 2.285
H -1.671 -1.537 1.824
H -2.628 -0.075 -0.901
H -2.256 -1.818 -1.034
H -1.360 -0.524 -1.945
H 2.666 -0.366 -0.471
H 1.816 -1.076 0.830
H 1.404 -1.409 -0.827
H -0.493 1.487 -1.476
H 1.091 1.371 -1.954
H 0.346 0.934 1.897
H -0.070 2.156 0.787
H 1.637 1.573 0.902
*
```

natural (NBO) atomic charge list, values in e, 5 entries: number 1, C, carries -0.39; number 2, C, carries 0.00; number 3, C, carries -0.67; number 4, C, carries -0.68; number 5, C, carries 0.29

Entry from OMol25: a 2-piece molecular cluster, C5H13N2 overall (ωB97M-V with the def2-TZVPD basis set).

Properties
Gap between HOMO and LUMO, eV: 10.0109
E_LUMO, eV: -3.1
HOMO level, eV: -13.1

```
! wB97M-V def2-TZVPD RIJCOSX def2/J DEFGRID3
* xyz 1 1
C 1.532 1.297 0.943
C 1.571 0.916 -0.496
C 2.339 1.405 -1.444
N 0.596 -0.134 -0.864
H 2.438 1.844 1.193
H 0.697 1.967 1.166
H 1.421 0.429 1.596
H 2.327 1.036 -2.459
H 2.990 2.226 -1.182
H 0.853 -1.065 -0.522
H 0.523 -0.195 -1.880
H -0.394 0.022 -0.517
C -1.712 -1.657 1.610
C -2.132 -1.635 0.357
N -2.180 -0.421 -0.401
H -1.245 -0.752 1.992
H -1.717 -2.535 2.234
H -2.586 -2.493 -0.127
H -2.684 0.306 0.093
H -2.636 -0.561 -1.293
*
```

natural (NBO) atomic charge list, values in e, 5 entries: number 1, C, carries -0.67; number 2, C, carries 0.14; number 3, C, carries -0.35; number 4, N, carries -0.73; number 5, H, carries 0.26

Entry from OMol25: an isolated ion of composition C5H13N2 and charge +1 (ωB97M-V with the def2-TZVPD basis set).

Properties
Gap between HOMO and LUMO, eV: 9.8618
E_LUMO, eV: -3.3
HOMO level, eV: -13.1

```
! wB97M-V def2-TZVPD RIJCOSX def2/J DEFGRID3
* xyz 1 1
N -1.315 0.295 1.428
C -0.200 0.345 0.401
C -0.862 0.622 -0.926
C 0.120 0.821 -2.024
C 1.431 0.726 -2.276
C 0.667 -0.922 0.642
N 0.352 -1.544 1.985
H -1.287 -0.625 1.901
H -0.912 0.708 2.286
H -2.224 0.713 1.273
H 0.436 1.272 0.620
H -1.520 -0.217 -1.302
H -1.478 1.526 -0.877
H -0.386 1.140 -2.934
H 2.141 0.654 -1.455
H 1.786 0.694 -3.299
H 1.734 -0.614 0.600
H 0.279 -1.582 -0.118
H 1.245 -1.603 2.464
H 0.183 -2.540 1.857
*
```

natural (NBO) atomic charge list, values in e, 5 entries: number 1, N, carries -0.72; number 2, C, carries -0.04; number 3, C, carries -0.47; number 4, C, carries -0.20; number 5, C, carries -0.37

Entry from OMol25: an isolated ion of composition C5H13N2 and charge +1 (ωB97M-V with the def2-TZVPD basis set).

Properties
Gap between HOMO and LUMO, eV: 7.3483
E_LUMO, eV: -7.2
HOMO level, eV: -14.5

```
! wB97M-V def2-TZVPD RIJCOSX def2/J DEFGRID3
* xyz 1 1
C 2.718 0.591 0.332
C 1.482 0.187 -0.363
C 0.194 0.440 0.552
C -0.854 -0.434 0.085
C -2.124 0.064 -0.511
N -3.185 -0.177 0.414
N 1.620 -1.266 -0.847
H 2.948 -0.046 1.198
H 3.598 0.430 -0.303
H 2.687 1.604 0.732
H 1.328 0.797 -1.262
H 0.412 0.284 1.603
H 0.077 1.494 0.309
H -1.104 -1.352 0.616
H -2.011 1.102 -0.866
H -4.117 -0.267 0.036
H -3.178 0.315 1.297
H 0.847 -1.368 -1.537
H -2.405 -0.617 -1.337
H 1.066 -1.780 -0.148
*
```

natural (NBO) atomic charge list, values in e, 5 entries: number 1, C, carries -0.64; number 2, C, carries 0.02; number 3, C, carries -0.60; number 4, C, carries 0.39; number 5, C, carries -0.35

Entry from OMol25: an isolated ion of composition C5H13N2O and charge -1 (ωB97M-V with the def2-TZVPD basis set).

Properties
Gap between HOMO and LUMO, eV: 7.0854
E_LUMO, eV: 4.1
HOMO level, eV: -3.0

```
! wB97M-V def2-TZVPD RIJCOSX def2/J DEFGRID3
* xyz -1 1
C 0.518 1.656 -0.495
N 0.424 0.209 -0.571
C 1.617 -0.398 0.075
C 1.292 -1.874 0.292
C -0.007 -2.057 1.263
O -1.097 -1.591 0.664
C -0.819 2.315 -0.953
N -2.059 1.631 -0.373
H 1.207 2.093 -1.270
H 1.052 1.958 0.450
H -0.344 -0.225 0.013
H 2.034 0.152 0.956
H 2.470 -0.333 -0.608
H 2.261 -2.213 0.669
H 1.195 -2.394 -0.654
H -0.072 -3.097 1.617
H 0.409 -1.535 2.201
H -0.882 3.317 -0.503
H -0.918 2.235 -2.023
H -1.709 1.440 0.632
H -2.001 0.696 -0.758
*
```

natural (NBO) atomic charge list, values in e, 5 entries: number 1, C, carries -0.24; number 2, N, carries -0.70; number 3, C, carries -0.21; number 4, C, carries -0.45; number 5, C, carries 0.00

Taking the records one at a time from the top gives F_max values of 3.55; 1.03; 5.03; 6.46; 2.08; 4.87; 4.76; 5.23; 0.86; 2.97; 3.62; 3.02 eV/Å.
Taking the records one at a time from the top gives energy above the lowest of the compared OMol25 structures with the same formula, charge and spin values of 117.8; 446.5; 639.8; 309.1; 287.1; 313.8; 646.6; 295.9; 204.4; 264.3; 473.1; 135.7 kJ/mol.